{
  "formula": "C20H37GeN3O7RuSi3",
  "method": "the ωB97M-V functional and the def2-TZVPD basis",
  "s_squared": 0.8249,
  "e_tot_ev": -122865.797,
  "total_charge": 1,
  "e_lumo_ev": [-6.54, -6.12],
  "orbital_gap_ev": [4.84, 5.35],
  "spin_multiplicity": 2,
  "relative_energy_ev": 4.176,
  "elements": ["Ru", "N", "C", "C", "O", "N", "C", "C", "O", "O", "H", "H", "H", "H", "H", "H", "C", "Si", "C", "C", "Ge", "Si", "C", "C", "C", "Si", "C", "C", "C", "H", "H", "H", "H", "H", "H", "H", "H", "H", "H", "H", "H", "H", "H", "H", "H", "H", "H", "H", "H", "H", "H", "H", "H", "H", "H", "H", "O", "C", "O", "C", "C", "C", "C", "C", "C", "N", "O", "O", "H", "H", "H", "H"],
  "xyz": [[-0.41418, 0.02662, 0.11192], [0.18608, -2.12621, -0.91786], [1.62526, -2.24664, -0.75659], [2.28860, -0.86064, -0.78274], [3.46550, -0.72473, -1.05752], [1.46093, 0.16043, -0.44903], [1.96898, 1.47969, -0.68955], [0.77888, 2.48106, -0.99456], [1.07307, 3.60826, -1.30853], [-0.36100, 1.97883, -0.81011], [-0.30373, -2.99224, -0.71962], [-0.04556, -1.85126, -1.87392], [2.10196, -2.84283, -1.54613], [1.84849, -2.71460, 0.20756], [2.66958, 1.48652, -1.53131], [2.48821, 1.89263, 0.18321], [-0.76518, 3.50309, 2.23149], [-1.58237, 2.06769, 3.17622], [-3.46684, 1.96391, 2.92523], [-1.17446, 2.05055, 5.04852], [-0.27410, -0.15501, 2.43416], [2.14192, 0.29612, 3.66463], [2.53517, 2.13216, 3.34657], [3.27739, -0.91046, 2.72463], [1.85592, -0.18975, 5.48651], [-1.18205, -2.32650, 3.34855], [0.19908, -3.62715, 3.07490], [-1.56706, -2.04941, 5.19933], [-2.72875, -2.80320, 2.33436], [-1.39648, 4.38559, 2.29274], [-0.64303, 3.27543, 1.17455], [0.20498, 3.77226, 2.63793], [-3.94467, 2.86188, 3.30583], [-3.90305, 1.11540, 3.44449], [-3.70289, 1.88847, 1.86980], [-1.81752, 2.75801, 5.55930], [-0.15019, 2.34867, 5.23624], [-1.33895, 1.07613, 5.50053], [2.20428, 2.43773, 2.35791], [3.60812, 2.29968, 3.39561], [2.06896, 2.79079, 4.07313], [3.38058, -0.63315, 1.67853], [2.90733, -1.93176, 2.76503], [4.27502, -0.90785, 3.15714], [1.02150, 0.33894, 5.93542], [2.73903, 0.04057, 6.07436], [1.67223, -1.25565, 5.58119], [1.11291, -3.37475, 3.60454], [0.43787, -3.73018, 2.01891], [-0.11820, -4.60266, 3.43012], [-0.67954, -1.76897, 5.75682], [-1.95807, -2.95509, 5.64948], [-2.31088, -1.27034, 5.33609], [-2.61020, -2.52984, 1.28880], [-3.61883, -2.30590, 2.70457], [-2.91264, -3.87231, 2.37724], [-2.26253, -0.76481, -1.17805], [-2.96708, -0.36519, -0.24132], [-2.42642, 0.06949, 0.83610], [-4.44823, -0.44552, -0.31079], [-5.20810, -0.40078, 0.85561], [-6.57990, -0.52224, 0.79111], [-7.17915, -0.67062, -0.45238], [-6.43649, -0.70232, -1.62599], [-5.06124, -0.59712, -1.55346], [-8.62011, -0.81498, -0.52692], [-9.24072, -0.70006, 0.50461], [-9.09541, -1.05047, -1.61241], [-4.70661, -0.28077, 1.80105], [-7.19625, -0.51155, 1.67731], [-6.94897, -0.81647, -2.56821], [-4.45465, -0.62653, -2.44521]]
}

---

{
  "formula": "C20H38Br4O15",
  "method": "the ωB97M-V functional and the def2-TZVPD basis",
  "e_tot_ev": -332236.600,
  "total_charge": 0,
  "e_lumo_ev": 0.06,
  "orbital_gap_ev": 10.47,
  "spin_multiplicity": 1,
  "relative_energy_ev": 0.617,
  "elements": ["C", "C", "C", "O", "C", "O", "O", "H", "H", "H", "H", "H", "H", "C", "O", "C", "O", "O", "C", "H", "H", "H", "H", "H", "H", "C", "O", "C", "O", "O", "C", "H", "H", "H", "H", "H", "H", "C", "O", "C", "O", "O", "C", "H", "H", "H", "H", "H", "H", "C", "O", "C", "O", "O", "C", "H", "H", "H", "H", "H", "H", "Br", "C", "C", "Br", "H", "H", "H", "H", "Br", "C", "C", "Br", "H", "H", "H", "H"],
  "xyz": [[-1.02354, 3.59941, 1.32396], [-1.17806, 2.27932, 2.09469], [-0.91329, 2.47816, 3.56445], [-2.02985, 1.86943, 4.17908], [-2.98816, 1.65272, 3.26771], [-4.12011, 1.33206, 3.52934], [-2.50783, 1.91020, 2.03225], [-1.46514, 3.50641, 0.33178], [-0.04540, 4.07999, 1.30428], [-1.67094, 4.29826, 1.85364], [-0.72602, 1.40988, 1.61737], [-0.92055, 3.53224, 3.84188], [0.06627, 2.14554, 3.90788], [-3.52768, -9.39671, 3.70212], [-3.33876, -8.13720, 4.39575], [-4.40292, -7.60342, 4.94531], [-5.47969, -8.09922, 5.19482], [-4.04565, -6.34970, 5.34722], [-5.06949, -5.44390, 5.66073], [-4.17568, -9.26440, 2.83569], [-3.73594, -10.19489, 4.41462], [-2.54511, -9.70091, 3.34141], [-5.73869, -5.78643, 6.45000], [-5.75145, -5.10496, 4.88088], [-4.69546, -4.45752, 5.93506], [-2.33556, 11.66727, -7.81249], [-2.70956, 11.13720, -6.58608], [-2.98170, 9.83558, -6.35349], [-2.78553, 8.90664, -7.13557], [-3.57855, 9.73050, -5.15491], [-3.85254, 8.44642, -4.60470], [-3.11065, 11.65469, -8.57876], [-1.49732, 11.12730, -8.25283], [-2.07654, 12.68081, -7.50631], [-3.16143, 8.27260, -3.77992], [-3.79747, 7.63506, -5.33049], [-4.85782, 8.54376, -4.19476], [8.03640, 3.67574, -0.19526], [7.54142, 2.34442, 0.13580], [6.56404, 1.83970, -0.60859], [6.07679, 2.17654, -1.69421], [6.20074, 0.75302, 0.00967], [5.17162, -0.10627, -0.49037], [7.20552, 4.35015, -0.40242], [8.65678, 3.72393, -1.09019], [8.58019, 3.95692, 0.70659], [5.51093, -0.83751, -1.22404], [4.35342, 0.47228, -0.91924], [4.81666, -0.67411, 0.36966], [1.31991, -6.93750, 0.19768], [-0.04409, -6.71020, -0.05181], [-0.63414, -5.55570, 0.32851], [-0.15127, -4.63789, 0.94427], [-1.85241, -5.53202, -0.22472], [-2.68574, -4.39736, -0.06386], [1.67437, -6.33708, 1.03551], [1.73957, -6.67954, -0.77465], [1.50325, -7.99392, 0.39381], [-2.68251, -4.02812, 0.96169], [-3.73012, -4.68167, -0.19245], [-2.41945, -3.59782, -0.75520], [2.90640, -3.40070, 5.97258], [1.82934, -5.06121, 6.29075], [2.85357, -6.17074, 6.40618], [1.75066, -7.86130, 6.70275], [1.01227, -4.98586, 5.57325], [1.38697, -4.95956, 7.28175], [3.59650, -6.02915, 7.19110], [3.26833, -6.15404, 5.39832], [0.97997, 2.63394, -5.99016], [1.76009, 3.53498, -7.59255], [3.15832, 2.97427, -7.79764], [3.68356, 3.41615, -9.71264], [1.73337, 4.61278, -7.43210], [1.18807, 3.42561, -8.51393], [3.02090, 1.89410, -7.74807], [3.89355, 3.35254, -7.08738]]
}

---

{
  "formula": "C20H38BrClO10S",
  "method": "the ωB97M-V functional and the def2-TZVPD basis",
  "e_tot_ev": -135226.220,
  "total_charge": 0,
  "e_lumo_ev": 0.48,
  "orbital_gap_ev": 9.75,
  "spin_multiplicity": 1,
  "relative_energy_ev": 0.000,
  "elements": ["C", "C", "C", "C", "O", "C", "C", "O", "C", "Cl", "C", "C", "C", "O", "C", "C", "O", "O", "O", "C", "Br", "C", "O", "C", "C", "O", "H", "H", "H", "H", "H", "H", "H", "H", "H", "H", "H", "H", "H", "H", "H", "H", "H", "H", "H", "H", "H", "H", "H", "H", "H", "H", "H", "H", "H", "H", "O", "S", "O", "C", "C", "C", "C", "H", "H", "H", "H", "H", "H", "H", "H"],
  "xyz": [[-3.82902, 0.80739, 0.39986], [-4.62048, 0.92633, 1.72062], [-3.78453, 1.64709, 2.78231], [-2.50733, 0.89870, 3.23342], [-1.37683, 1.74122, 3.32621], [-0.59140, 1.78472, 2.16154], [0.35474, 0.54425, 2.11781], [0.19146, -0.29388, 0.98726], [0.89426, 0.07014, -0.14439], [0.28155, 1.56182, -0.99501], [0.71886, -1.08507, -1.15664], [-0.74203, -1.46348, -1.43618], [-1.26627, -0.87178, -2.75987], [-2.11040, 0.23509, -2.53157], [-2.29769, 1.02742, -3.68341], [2.42573, 0.22091, 0.05301], [2.74821, 1.56953, 0.38822], [3.53571, 2.08608, -0.63490], [0.24089, 2.89712, 2.11086], [-0.35491, 4.14845, 2.06865], [-0.86656, 4.85170, 3.85170], [-1.49590, 4.32305, 1.05161], [-1.22793, 5.51439, 0.26553], [-0.40764, 5.21547, -0.78372], [1.05668, 5.51637, -0.69055], [-0.83507, 4.74730, -1.74364], [-4.49670, 0.48782, -0.39118], [-3.39404, 1.76023, 0.11100], [-3.04012, 0.08370, 0.56400], [-5.52873, 1.50308, 1.56450], [-4.85717, -0.09573, 2.00830], [-3.47576, 2.63400, 2.44798], [-4.42474, 1.80163, 3.65028], [-2.70955, 0.50898, 4.22670], [-2.32587, 0.01699, 2.61317], [-1.25219, 1.66335, 1.29703], [1.37430, 0.89049, 2.30392], [0.07666, -0.04729, 2.98489], [1.26376, -0.81697, -2.05116], [1.20779, -1.94395, -0.67576], [-1.41710, -1.23414, -0.62019], [-0.75755, -2.54502, -1.56176], [-0.40717, -0.57219, -3.36044], [-1.83623, -1.65859, -3.26668], [-2.40715, 2.06352, -3.36620], [-3.22111, 0.73572, -4.18960], [-1.44572, 0.99674, -4.36301], [2.88513, 0.05622, -0.91288], [2.81497, -0.43447, 0.82576], [3.04782, 2.85930, -0.94458], [0.42335, 4.82756, 1.76302], [-2.44864, 4.50475, 1.52883], [-1.54550, 3.51081, 0.33304], [1.58543, 4.72466, -0.15698], [1.29323, 6.45348, -0.18849], [1.49994, 5.56079, -1.67621], [1.53263, -4.64527, -1.97641], [2.76886, -4.52130, -1.24678], [3.41677, -3.24652, -1.06278], [2.56717, -5.30678, 0.34844], [2.96125, -6.76015, 0.10743], [4.21655, -6.71205, -0.77146], [3.94853, -5.70863, -1.89968], [1.54018, -5.18727, 0.68681], [3.25195, -4.82219, 1.04428], [3.14283, -7.28465, 1.04451], [2.15956, -7.28103, -0.42105], [5.06636, -6.37565, -0.17378], [4.46699, -7.69353, -1.17174], [4.85162, -5.18261, -2.19943], [3.49330, -6.18818, -2.76435]]
}